DFT (ωB97M-V with the def2-TZVPD basis set) results for C12H8N4O8S5Sn as an isolated structure.

Output
Kohn-Sham gap	0.239	Ha
HOMO level	-9.271	eV
lowest unoccupied orbital energy	-2.8	eV

The geometry in ORCA input format:
```
! RIJCOSX wB97M-V def2-TZVPD def2/J DEFGRID3
* xyz 0 1
Sn 0.136 -0.041 -0.737
S 1.345 -7.541 1.964
C 0.727 -6.128 1.490
S 0.039 -5.878 -0.095
C -0.592 -4.272 0.132
C -0.343 -3.703 1.506
S -0.727 -2.196 1.943
S 0.475 -4.791 2.586
S -1.325 -3.466 -1.058
O -0.270 3.565 -2.679
C -0.657 2.626 -2.027
O -0.159 1.412 -2.144
C -1.804 2.815 -1.059
C -2.657 3.876 -1.319
C -3.727 4.140 -0.485
C -3.953 3.396 0.658
C -3.075 2.376 0.933
C -2.013 2.006 0.081
O -1.282 0.969 0.408
N -3.244 1.668 2.204
O -4.360 1.317 2.514
O -2.244 1.476 2.878
N -4.630 5.252 -0.793
O -5.546 5.460 -0.021
O -4.432 5.871 -1.818
H -2.470 4.496 -2.183
H -4.778 3.620 1.319
C 0.498 3.451 2.986
N 0.574 2.320 2.085
C 1.574 2.102 1.235
N 2.616 2.953 1.221
O 1.597 1.112 0.446
H -0.441 3.380 3.527
H 0.511 4.400 2.444
H 1.312 3.436 3.715
H -0.233 1.713 2.001
H 2.682 3.738 1.841
H 3.360 2.766 0.574
*
```

Löwdin atomic charge list, values in e, 4 entries: number 1, Sn, carries 1.32; number 2, S, carries 0.65; number 3, C, carries -1.49; number 4, S, carries 0.91



DFT (ωB97M-V with the def2-TZVPD basis set) results for C12H9BO2 as an isolated structure in a non-equilibrium geometry.

Output
Kohn-Sham gap	0.344	Ha
HOMO level	-8.674	eV
lowest unoccupied orbital energy	0.7	eV

The geometry in ORCA input format:
```
! RIJCOSX wB97M-V def2-TZVPD def2/J DEFGRID3
* xyz 0 1
O -0.833 0.065 1.310
O 1.197 -0.276 0.096
B -0.230 -0.243 0.085
C -2.152 -0.821 -3.795
C 1.532 1.238 3.796
C 2.672 0.887 3.140
C -1.159 -1.734 -3.473
C -2.422 0.225 -2.945
C 0.306 0.890 3.393
C 2.719 0.336 1.858
C -0.501 -1.606 -2.221
C -1.821 0.408 -1.703
C 0.253 0.390 2.052
C 1.456 0.187 1.360
C -0.827 -0.511 -1.348
H -2.671 -0.922 -4.692
H 1.698 1.736 4.733
H 3.569 1.323 3.533
H -0.796 -2.479 -4.189
H -3.328 0.681 -3.193
H -0.546 1.320 3.950
H 3.634 0.027 1.379
H 0.407 -2.228 -2.083
H -2.158 1.106 -1.044
*
```

Löwdin atomic charge list, values in e, 4 entries: number 1, O, carries 0.23; number 2, O, carries 0.19; number 3, B, carries -0.43; number 4, C, carries -0.09



DFT (ωB97M-V with the def2-TZVPD basis set) results for C12H9MoN2S4 as an isolated structure.

Output
Kohn-Sham gap (alpha / beta)	0.151 / 0.151	Ha
HOMO level (alpha / beta)	-18.665 / -18.661	eV
lowest unoccupied orbital energy (alpha / beta)	-14.6 / -14.6	eV

The geometry in ORCA input format:
```
! RIJCOSX wB97M-V def2-TZVPD def2/J DEFGRID3
* xyz 3 1
Mo 0.303 1.408 0.758
C -4.068 -2.399 -0.019
C -3.972 -1.195 0.697
C -2.791 -0.508 0.689
C -1.692 -1.025 -0.039
C -1.791 -2.241 -0.762
C -2.982 -2.915 -0.744
N -0.534 -0.305 -0.008
N 0.525 -0.718 -0.635
C 1.739 -0.003 -0.622
C 2.750 -0.621 -1.356
C 3.996 -0.036 -1.430
C 4.295 1.193 -0.776
C 3.342 1.846 -0.045
C 2.060 1.274 0.052
H -5.005 -2.944 -0.012
H -4.826 -0.824 1.246
H -2.695 0.424 1.237
H -0.941 -2.620 -1.313
H -3.089 -3.844 -1.286
H 2.524 -1.557 -1.853
H 4.775 -0.526 -2.002
H 5.292 1.607 -0.864
H 3.561 2.780 0.455
S 0.521 1.832 2.903
S -0.185 3.778 3.504
S -0.718 4.711 1.966
S -0.393 3.427 0.258
*
```

Löwdin atomic charge list, values in e, 4 entries: number 1, Mo, carries 0.87; number 2, C, carries 0.06; number 3, C, carries 0.00; number 4, C, carries 0.01



DFT (ωB97M-V with the def2-TZVPD basis set) results for C12H9NO5S5Tc as an isolated structure in a non-equilibrium geometry.

Output
Kohn-Sham gap (alpha / beta)	0.219 / 0.222	Ha
HOMO level (alpha / beta)	-7.868 / -8.231	eV
lowest unoccupied orbital energy (alpha / beta)	-1.9 / -2.2	eV

The geometry in ORCA input format:
```
! RIJCOSX wB97M-V def2-TZVPD def2/J DEFGRID3
* xyz 0 4
Tc 1.096 -1.134 1.067
C -3.672 2.994 -2.192
C -2.395 2.218 -2.016
C -1.666 1.774 -3.114
C -0.489 1.057 -2.952
C -0.044 0.790 -1.667
C -0.750 1.230 -0.551
C -1.918 1.941 -0.732
S 1.351 -0.244 -1.454
O 2.076 -0.319 -2.673
O 2.096 0.235 -0.237
N 0.807 -1.626 -0.841
C -0.467 -2.283 -1.158
C -1.291 -2.390 0.127
O -2.444 -2.700 0.107
O -0.609 -2.107 1.254
H -4.001 2.987 -3.230
H -3.532 4.033 -1.888
H -4.467 2.576 -1.574
H -2.025 1.986 -4.114
H 0.082 0.708 -3.803
H -0.387 1.050 0.458
H -2.472 2.287 0.132
H -0.280 -3.296 -1.510
H -1.051 -1.761 -1.913
O 5.223 -1.167 6.508
C 4.400 -1.229 5.645
S 4.411 -2.484 4.376
C 3.073 -1.824 3.476
C 2.506 -0.697 3.918
S 1.155 0.049 3.127
S 3.155 0.012 5.373
S 2.529 -2.665 2.050
*
```

Löwdin atomic charge list, values in e, 4 entries: number 1, Tc, carries 1.11; number 2, C, carries -0.04; number 3, C, carries -0.25; number 4, C, carries -0.02



DFT (ωB97M-V with the def2-TZVPD basis set) results for C13H10AuN3O5S2 as an isolated structure in a non-equilibrium geometry.

Output
Kohn-Sham gap (alpha / beta)	0.173 / 0.172	Ha
HOMO level (alpha / beta)	0.168 / 0.169	eV
lowest unoccupied orbital energy (alpha / beta)	4.9 / 4.9	eV

The geometry in ORCA input format:
```
! RIJCOSX wB97M-V def2-TZVPD def2/J DEFGRID3
* xyz -2 1
Au -8.600 -5.666 7.948
O -8.656 -10.019 6.144
C -8.639 -10.621 7.361
C -8.401 -12.016 7.383
C -8.302 -12.682 8.596
C -8.471 -11.993 9.795
C -8.743 -10.626 9.792
C -8.841 -9.929 8.576
C -9.145 -8.497 8.575
O -9.289 -7.873 7.481
N -9.278 -7.964 9.822
N -9.269 -6.647 9.710
C -9.736 -5.895 10.727
C -9.714 -4.487 10.524
C -9.833 -3.534 11.561
C -9.803 -2.185 11.237
C -9.636 -1.808 9.907
C -9.488 -2.789 8.923
N -9.570 -4.106 9.217
H -8.741 -9.034 6.305
H -8.273 -12.522 6.427
H -8.104 -13.753 8.613
H -8.402 -12.514 10.753
H -8.890 -10.097 10.735
H -10.097 -6.412 11.625
H -9.922 -3.883 12.587
H -9.939 -1.444 12.022
H -9.578 -0.757 9.610
H -9.298 -2.536 7.885
O -7.225 -7.293 5.444
S -6.438 -6.296 6.178
O -6.361 -6.593 7.667
O -5.153 -5.995 5.603
S -7.591 -4.526 6.147
*
```

Löwdin atomic charge list, values in e, 4 entries: number 1, Au, carries 0.64; number 2, O, carries 0.05; number 3, C, carries -0.24; number 4, C, carries -0.03



DFT (ωB97M-V with the def2-TZVPD basis set) results for C13H10Br2Cl40Nb as an isolated structure in a non-equilibrium geometry.

Output
Kohn-Sham gap	0.233	Ha
HOMO level	-5.243	eV
lowest unoccupied orbital energy	1.1	eV

The geometry in ORCA input format:
```
! RIJCOSX wB97M-V def2-TZVPD def2/J DEFGRID3
* xyz -1 1
C -3.845 0.544 0.790
C -2.873 -0.521 1.242
Br -2.602 -1.810 -0.244
C -3.365 -1.087 2.556
Br -2.672 -2.839 3.007
Nb -2.624 0.249 4.311
H -3.888 1.331 1.540
H -3.513 0.982 -0.146
H -4.828 0.114 0.611
H -1.895 -0.080 1.396
H -4.449 -1.151 2.540
H -1.906 1.546 3.201
H -4.161 1.291 4.363
H -3.414 -0.674 5.706
H -0.995 -0.580 4.588
H -2.004 1.422 5.567
C -4.204 -4.850 6.345
Cl -4.221 -3.109 6.227
Cl -4.691 -5.349 7.988
Cl -5.319 -5.557 5.171
Cl -2.573 -5.442 6.028
C -0.442 1.817 -2.072
Cl -0.233 1.806 -0.328
Cl -2.068 1.287 -2.472
Cl -0.179 3.462 -2.688
Cl 0.737 0.744 -2.838
C -4.305 3.546 -5.749
Cl -5.461 2.322 -5.224
Cl -2.875 3.470 -4.712
Cl -3.858 3.248 -7.428
Cl -5.038 5.147 -5.613
C -9.034 -7.564 6.316
Cl -9.367 -9.173 6.971
Cl -10.419 -6.512 6.627
Cl -7.598 -6.896 7.069
Cl -8.776 -7.688 4.572
C 0.205 1.749 -8.146
Cl -0.600 1.992 -9.703
Cl -0.840 2.312 -6.854
Cl 0.555 0.033 -7.926
Cl 1.723 2.655 -8.115
C 5.452 5.090 -6.759
Cl 5.609 6.545 -7.742
Cl 4.784 5.520 -5.180
Cl 4.358 3.949 -7.543
Cl 7.032 4.335 -6.569
C 8.790 5.842 -2.495
Cl 8.715 5.703 -0.739
Cl 7.201 5.501 -3.174
Cl 9.291 7.477 -2.940
Cl 9.959 4.687 -3.142
C 0.372 -4.878 8.869
Cl 0.537 -3.351 8.016
Cl 0.971 -6.193 7.848
Cl 1.311 -4.833 10.369
Cl -1.325 -5.159 9.239
C 8.717 1.277 0.211
Cl 8.092 -0.330 -0.158
Cl 8.135 1.785 1.796
Cl 10.484 1.234 0.220
Cl 8.172 2.423 -1.009
C 4.251 -1.764 -4.717
Cl 4.353 -3.422 -4.128
Cl 3.862 -1.773 -6.441
Cl 2.994 -0.899 -3.836
Cl 5.801 -0.954 -4.472
*
```

Löwdin atomic charge list, values in e, 4 entries: number 1, C, carries -0.20; number 2, C, carries -0.92; number 3, Br, carries 0.54; number 4, C, carries -0.95



DFT (ωB97M-V with the def2-TZVPD basis set) results for C13H10F5IrN as an isolated structure in a non-equilibrium geometry.

Output
Kohn-Sham gap (alpha / beta)	0.243 / 0.220	Ha
HOMO level (alpha / beta)	-6.206 / -8.532	eV
lowest unoccupied orbital energy (alpha / beta)	0.4 / -2.5	eV

The geometry in ORCA input format:
```
! RIJCOSX wB97M-V def2-TZVPD def2/J DEFGRID3
* xyz 0 6
C -2.402 0.483 -1.117
C -2.677 -0.848 -0.672
C -1.905 -1.741 -1.456
C -1.167 -0.964 -2.409
C -1.468 0.410 -2.192
Ir -0.567 1.546 0.689
N -0.503 2.372 -0.916
C -0.977 1.212 2.591
C -1.704 0.235 1.763
H -1.910 -2.829 -1.364
H -3.340 -1.135 0.137
H -0.495 -1.362 -3.161
H -1.077 1.250 -2.770
H -2.725 1.396 -0.603
H -2.788 0.335 1.650
H -0.162 0.793 3.192
H -0.102 2.889 -1.727
H -1.332 -0.799 1.799
H -1.598 2.004 3.038
F 0.902 -0.986 2.533
C 1.650 -0.516 1.491
C 1.152 0.363 0.522
C 1.891 0.392 -0.662
F 1.394 0.899 -1.831
C 3.147 -0.183 -0.809
F 3.798 -0.094 -1.989
C 3.699 -0.870 0.265
F 4.957 -1.328 0.193
C 2.924 -1.078 1.404
F 3.385 -1.845 2.409
*
```

Löwdin atomic charge list, values in e, 4 entries: number 1, C, carries -0.16; number 2, C, carries -0.08; number 3, C, carries -0.06; number 4, C, carries -0.03